[1]
The following is a DFT calculation (ωB97M-V with the def2-TZVPD basis set) of the ion C9H19N5 with charge +2.

The geometry in XYZ format:
```
33
Properties=species:S:1:pos:R:3:forces:R:3
N 1.015 -1.054 -2.051 -0.04 -0.02 -1.13
H 0.163 1.568 -1.949 0.55 -1.69 -2.09
C -2.424 -2.041 -0.744 0.70 3.58 -0.11
H 1.061 1.718 0.457 -1.11 -1.24 -0.87
H -1.280 2.459 -1.401 -2.47 0.16 -0.68
C -2.933 -1.694 0.584 0.80 2.87 -1.72
H -1.627 0.404 -0.378 -1.70 0.67 -0.74
N 2.570 -0.411 -0.488 0.05 0.16 0.02
H 0.081 3.196 1.672 2.51 2.16 0.39
H -1.095 -2.717 0.839 1.64 -3.34 1.23
C -0.632 2.630 1.221 0.24 -3.76 1.41
H -3.277 -0.653 0.684 0.15 -0.52 0.22
H 0.527 -1.407 1.945 0.81 -0.59 0.46
C 2.123 -0.832 0.754 -0.90 1.76 -2.08
H -0.958 2.186 2.182 -0.30 -0.82 -0.73
C -0.029 1.706 0.157 -0.23 1.01 -1.00
H 0.281 3.226 -1.413 -0.84 -1.28 0.02
N 0.817 -1.158 1.013 -0.34 0.58 -0.89
H 3.376 0.188 -0.543 0.61 -0.14 1.14
H -1.390 3.213 0.923 -2.77 2.09 -1.45
C -0.425 -0.823 0.374 0.82 1.05 0.54
H 2.775 -0.085 -2.523 2.17 1.28 -2.06
C -1.375 -1.856 0.424 -3.34 0.98 -1.69
C -0.283 2.232 -1.315 3.58 3.27 3.66
H -2.398 -1.276 -1.600 0.04 -1.24 1.48
N 2.935 -0.750 1.783 -0.37 -0.15 -1.30
C 2.120 -0.490 -1.867 -3.58 -2.53 3.71
H -3.548 -2.400 1.047 -0.21 -1.12 1.21
H 3.896 -0.473 1.603 -0.12 -0.32 0.85
N -0.740 0.383 0.033 2.71 -0.46 1.64
H 0.771 -1.139 -3.054 0.18 0.11 0.62
H -2.540 -3.011 -1.018 -0.17 -2.64 -1.06
H 2.444 -0.839 2.649 0.94 0.13 1.02
```
Forces are in eV/Å.

Results
Net charge: +2
E_LUMO (eV): -7.67
Relative energy (zero: lowest compared OMol25 entry of this formula, charge and spin) (kJ/mol): 160.79
SMILES: [H]/N=C/NC(=[NH2+])N/C(=[NH+]\C(C)C)C1CC1

***

[2]
The following is a DFT calculation (ωB97M-V with the def2-TZVPD basis set) of the molecule C9H19N5O3.

The geometry in XYZ format:
```
36
Properties=species:S:1:pos:R:3:forces:R:3
H -3.743 -0.046 -1.975 0.71 -0.34 -0.04
H -1.411 0.906 1.547 0.98 1.10 0.32
H -2.327 -0.840 -2.561 0.06 -0.51 -1.03
N -2.755 -0.285 -1.870 -0.35 0.75 2.06
C 2.294 -0.391 0.410 0.66 -0.62 -0.55
H -1.197 2.654 -1.653 -0.13 0.11 0.57
O 4.223 -0.581 -0.973 0.72 0.47 -0.02
C 1.749 -1.689 -0.278 -0.86 0.13 0.62
N -1.548 2.480 -0.699 0.47 0.19 -1.26
H -2.041 1.610 -0.846 -0.26 -0.23 0.28
H -1.959 2.542 1.734 1.28 -0.04 -0.14
H 0.150 3.210 0.017 0.33 0.20 1.07
H 4.308 1.694 -1.016 -0.45 0.10 0.41
H 2.539 -2.458 -0.291 0.12 0.87 -0.66
H 1.513 1.231 1.434 -0.07 0.26 0.57
N -3.274 -0.481 0.351 -0.81 0.31 2.14
H -2.987 -0.834 1.265 -0.10 0.10 -0.15
H -1.455 -2.568 1.043 0.69 -0.06 0.76
H -0.692 -0.992 1.397 -0.13 -0.21 -0.33
C -0.399 2.284 0.192 -1.74 -0.08 -1.25
N -1.368 -1.468 -0.559 3.91 -2.02 0.70
H 2.697 -0.763 1.364 -0.16 0.45 -0.01
H -0.243 2.185 2.327 -0.58 -0.45 0.41
H 0.548 -3.414 0.059 0.28 0.36 0.67
C -2.431 -0.740 -0.536 -4.36 1.70 -3.46
O 0.456 0.668 -1.447 0.06 1.08 1.48
H -0.723 -1.063 -1.166 1.35 0.55 -1.58
H 0.912 -2.595 1.634 0.82 -0.24 0.20
H 1.318 -1.426 -1.297 0.90 -0.66 1.28
N 1.328 0.646 0.651 -0.36 -0.18 -0.21
C 0.686 -2.444 0.591 -1.58 0.16 -2.00
C -0.725 -1.830 0.674 -0.69 -0.47 1.17
C -1.008 1.964 1.575 -0.55 0.00 -0.38
O 3.555 1.497 -0.414 0.97 0.35 -0.45
C 3.501 0.169 -0.376 -1.35 -1.61 -0.28
C 0.508 1.170 -0.307 0.23 -1.51 -0.89
```
Forces are in eV/Å.

Results
E_LUMO (eV): 0.40
Relative energy (zero: lowest compared OMol25 entry of this formula, charge and spin) (kJ/mol): 134.99
SMILES: [H]/N=C(/N)NCCC[C@H](NC(=O)[C@H](C)N)C(=O)O

***

[3]
The following is a DFT calculation (ωB97M-V with the def2-TZVPD basis set) of a cluster of 2 separate species, C9H19NOP in total.

The geometry in XYZ format:
```
31
Properties=species:S:1:pos:R:3:forces:R:3
C 0.951 -1.213 2.440 -2.88 -0.77 0.44
N 1.801 1.005 -0.622 -0.66 -0.37 1.58
C 3.247 1.023 -0.417 0.69 -1.86 -1.90
H -3.652 -0.981 -2.216 -0.03 -0.85 0.49
H -0.893 0.725 2.668 -0.15 0.13 -0.07
H 0.255 0.872 3.992 -0.35 0.52 -0.22
H -0.173 2.325 3.023 0.41 -0.10 -0.25
C -1.699 -0.926 -1.517 -3.45 3.02 -0.64
H -2.250 -0.249 0.462 -0.89 0.16 0.22
C -0.749 -1.784 -1.079 3.58 -3.73 3.09
H 1.834 -1.797 2.272 0.02 -1.00 0.13
H -1.563 -0.439 -2.500 0.90 -0.47 0.48
H 1.500 0.590 -2.775 -0.39 2.10 2.10
H -2.898 -2.592 -2.456 0.21 0.80 0.25
H 3.652 0.620 -1.447 -0.18 0.91 2.16
C 0.909 0.730 0.288 -0.06 -0.48 0.14
H 3.543 2.046 -0.235 0.49 0.12 0.06
C 0.009 1.251 2.980 0.52 -0.89 0.23
C -3.016 -1.752 -1.730 0.20 -0.06 -3.13
H 2.027 2.321 -2.227 -1.19 -0.83 0.18
H 0.540 -1.274 3.513 1.28 0.09 -1.34
P 1.478 0.477 2.088 -0.52 1.63 -0.16
O -0.142 -2.642 -0.592 -1.94 3.06 -2.08
H 3.509 0.316 0.408 -0.01 0.90 -0.79
H -3.477 -2.217 -0.920 -0.52 -0.10 1.90
H -1.210 0.943 -0.228 -1.76 -1.10 -0.96
H -3.015 0.774 -0.886 -0.48 -0.02 -0.11
C -2.156 0.280 -0.480 3.91 -0.51 0.57
H 0.000 -1.600 1.880 1.86 0.66 0.45
C 1.352 1.460 -1.924 0.61 -1.08 -2.09
H 0.284 1.710 -1.763 0.81 0.11 -0.72
```
Forces are in eV/Å.

Results
Net charge: +1
E_LUMO (eV): -4.78
Relative energy (zero: lowest compared OMol25 entry of this formula, charge and spin) (kJ/mol): 310.57

***

| no. | HOMO energy (eV) |
| --- | --- |
| 1 | -17.63 |
| 2 | -9.05 |
| 3 | -10.50 |